{
  "formula": "C4H6N2O2",
  "method": "ωB97M-V/def2-TZVPD",
  "charge": 0,
  "e_lumo_ev": -0.80,
  "e_above_lowest_kj_mol": 638.1,
  "symbols": ["C", "C", "C", "C", "H", "H", "H", "H", "H", "H", "N", "N", "O", "O"],
  "coordinates": [[-0.1513, 0.8217, 1.8332], [-0.7758, 0.8828, 0.4112], [0.0175, -0.4621, -1.3581], [1.1962, -1.4275, -1.7067], [0.1404, 2.0107, 2.6616], [0.8089, 0.1433, 1.9725], [-1.0266, 0.4528, 2.4391], [-2.1548, 0.4670, -0.7527], [1.2565, 0.3522, 0.0733], [1.0521, -2.9631, -2.2893], [-2.0304, 0.9074, 0.1094], [0.3936, 0.3383, -0.3046], [-0.9308, -0.5230, -2.0295], [2.2046, -1.0006, -1.0594]],
  "atomic_forces_ev_per_a": [[-0.4, 2.8, 4.3], [1.7, -1.2, 1.5], [4.6, -1.2, 0.0], [4.4, -0.7, 3.9], [-0.9, -3.4, -3.1], [-2.3, 1.5, -0.4], [1.3, 0.1, -0.2], [-0.4, -0.2, -2.2], [3.0, -0.2, 1.2], [0.4, 4.3, 1.2], [3.2, 0.6, 2.6], [-7.8, 0.6, -3.6], [-3.9, 0.6, -1.2], [-2.7, -3.4, -3.9]]
}

***

{
  "formula": "C4H6N2O2",
  "method": "ωB97M-V/def2-TZVPD",
  "smiles": "O=C1NOC[C@]12CN2",
  "charge": 0,
  "e_lumo_ev": 0.91,
  "e_above_lowest_kj_mol": 352.2,
  "symbols": ["C", "C", "C", "C", "H", "H", "H", "H", "H", "H", "N", "N", "O", "O"],
  "coordinates": [[-0.8707, -0.1065, -1.0674], [1.2831, -0.3233, -0.1450], [-0.0954, 0.2241, 0.2732], [-0.5543, 0.1457, 1.6402], [-0.1016, -0.8854, -2.8366], [1.4321, -1.2856, 0.3541], [2.0687, 0.4100, 0.1318], [-1.5956, 0.0736, 1.9244], [0.1184, -0.3587, 2.3616], [-0.8987, 2.0031, 0.9131], [-0.0079, -0.8798, -1.8050], [-0.0790, 1.4540, 1.1233], [-2.0366, 0.0987, -1.3304], [1.3374, -0.5699, -1.5372]],
  "atomic_forces_ev_per_a": [[-1.1, 0.5, 1.7], [0.8, 0.3, 1.8], [1.0, -0.1, -2.7], [0.3, -0.2, 1.3], [-0.3, 0.0, 1.0], [0.2, 0.0, 0.2], [-0.3, -0.6, -0.3], [-0.1, -0.1, -0.4], [-0.4, 0.5, -0.4], [-0.3, 0.3, -0.1], [-0.1, 0.0, -1.9], [-0.1, -1.2, -0.7], [0.8, 0.0, 0.1], [-0.3, 0.5, 0.4]]
}

***

{
  "formula": "C4H6N2O2S2",
  "method": "ωB97M-V/def2-TZVPD",
  "charge": 0,
  "e_lumo_ev": -2.61,
  "e_above_lowest_kj_mol": 470.6,
  "symbols": ["C", "C", "C", "C", "N", "N", "O", "O", "S", "S", "H", "H", "H", "H", "H", "H"],
  "coordinates": [[-0.5469, 2.0123, -1.1626], [0.0306, -1.3977, 1.0391], [0.2799, 0.9629, -1.8671], [0.6770, -0.2807, -1.0961], [-0.2075, -0.5321, 0.0378], [-0.8005, -1.2415, 2.0589], [-1.8812, 1.2062, 1.1477], [0.5661, 1.6965, 1.1445], [1.1868, -2.5571, 0.9273], [-0.5981, 1.2229, 0.4449], [-0.1259, 0.5718, -2.8907], [1.1100, 1.6636, -2.1486], [0.4732, -1.0657, -1.7737], [1.7048, -0.3761, -0.8071], [-1.3187, -0.3368, 2.0567], [-0.5496, -1.5487, 2.8890]],
  "atomic_forces_ev_per_a": [[0.4, -1.9, -0.2], [0.8, -0.9, 0.2], [-0.8, 0.9, -1.1], [-0.2, -1.6, 0.2], [-0.8, 4.8, -2.1], [-2.6, 3.3, -3.4], [1.4, 0.5, -1.3], [-0.2, 0.5, -0.5], [0.4, -0.4, 0.0], [-1.2, -1.9, 2.3], [0.4, 1.5, 1.6], [-0.1, -0.6, 0.0], [0.2, -1.2, -0.7], [0.7, 0.4, 0.2], [0.2, -1.3, 0.3], [1.5, -2.1, 4.6]]
}

***

{
  "formula": "C4H6N2O3",
  "method": "ωB97M-V/def2-TZVPD",
  "charge": 0,
  "e_lumo_ev": 0.83,
  "e_above_lowest_kj_mol": 465.0,
  "symbols": ["C", "C", "C", "C", "N", "N", "O", "O", "O", "H", "H", "H", "H", "H", "H"],
  "coordinates": [[-1.4861, -0.8788, 0.7614], [-1.8627, 0.3806, 1.1044], [1.3797, 0.2447, -0.0115], [-1.0847, -0.6361, -0.5923], [-1.2282, 0.6460, -0.9405], [2.5469, 0.1697, 0.5465], [1.2665, 1.3228, -0.8073], [-1.6905, 1.2667, 0.1599], [-0.6392, -1.5464, -1.4369], [-1.3772, -1.9094, 1.3280], [-2.4109, 0.7148, 2.0517], [0.4536, 1.1901, -1.2845], [2.8426, -0.6830, 0.9801], [3.3532, 0.8275, 0.3402], [-0.0630, -1.1091, -2.1991]],
  "atomic_forces_ev_per_a": [[0.3, -1.6, -0.2], [-1.6, -0.9, 3.5], [-0.8, 0.0, -1.0], [-0.3, 1.4, 0.2], [0.2, -2.4, -1.2], [2.9, 1.3, 0.0], [2.1, -0.3, 1.0], [-0.6, 1.2, 0.5], [1.9, 0.5, -2.7], [-0.5, 2.7, -1.2], [1.2, -0.2, -1.6], [-1.4, 0.3, -0.2], [-0.3, -0.1, 0.3], [-1.3, -0.7, 0.2], [-1.9, -1.2, 2.4]]
}

***

{
  "formula": "C4H6N2O3",
  "method": "ωB97M-V/def2-TZVPD",
  "charge": 0,
  "e_lumo_ev": 0.45,
  "e_above_lowest_kj_mol": 323.6,
  "symbols": ["C", "C", "C", "C", "N", "N", "O", "O", "O", "H", "H", "H", "H", "H", "H"],
  "coordinates": [[-2.7466, 1.2314, 1.5892], [0.8892, -1.1903, -1.2644], [1.2020, 0.3550, 0.7122], [0.8467, 0.2548, -0.8748], [-0.2976, -0.7685, 2.2392], [0.4976, -0.3065, 1.5595], [-1.9229, 2.0182, 1.6050], [-3.5818, 0.4402, 1.5102], [-0.2819, 0.8609, -1.2252], [-0.0114, -1.7333, -0.9393], [0.7177, -1.2084, -2.4516], [1.7948, -1.7244, -1.0408], [2.3394, 0.5303, 0.9046], [1.6652, 0.6376, -1.5697], [-1.1104, 0.6030, -0.7541]],
  "atomic_forces_ev_per_a": [[-1.0, -0.9, -0.3], [-2.0, -1.0, -3.4], [3.1, 0.6, -2.1], [3.0, -1.5, 1.7], [0.9, 0.2, -0.5], [-1.1, 0.1, 0.3], [1.6, 1.5, 0.2], [-0.6, -0.6, 0.1], [-3.4, 1.7, -0.6], [0.4, 0.0, 0.5], [0.6, 0.0, 2.4], [0.3, -0.1, 0.2], [-2.5, -0.3, 0.2], [-0.7, 0.6, 1.7], [1.4, -0.1, -0.4]]
}

***

{
  "formula": "C4H6N2O3",
  "method": "ωB97M-V/def2-TZVPD",
  "charge": 0,
  "e_lumo_ev": [-1.09, -1.08],
  "e_above_lowest_kj_mol": 426.4,
  "symbols": ["C", "C", "C", "N", "C", "O", "O", "N", "O", "H", "H", "H", "H", "H", "H"],
  "coordinates": [[0.3541, -1.3214, -0.3224], [1.1247, 0.2417, 0.3454], [-0.1895, 0.7180, 0.5707], [-0.5984, 1.8883, 1.0460], [-0.9897, -0.4811, 0.2700], [0.3542, -1.0487, -1.7125], [-2.1638, -0.3084, -0.4590], [2.2197, 0.8156, 0.1142], [0.6794, -2.4280, 0.0820], [0.8406, -1.7750, -2.1286], [-1.9066, -0.1005, -1.3678], [0.0234, 2.6833, 0.9916], [-1.5707, 2.0395, 1.2730], [3.0106, 0.1684, 0.1457], [-1.1880, -1.0917, 1.1518]],
  "atomic_forces_ev_per_a": [[-0.8, -0.7, -0.1], [0.3, 0.1, 0.3], [-0.4, 0.5, -0.2], [0.2, -0.3, -0.1], [0.6, -0.1, -0.3], [0.1, 0.1, 0.4], [0.1, 0.0, 0.0], [-0.1, 0.1, -0.2], [0.0, 0.4, -0.2], [0.0, 0.0, 0.1], [0.0, 0.0, 0.1], [-0.1, -0.1, 0.0], [0.2, 0.0, 0.1], [-0.1, 0.0, 0.0], [0.0, 0.0, 0.0]]
}

***

{
  "formula": "C4H6N2O5",
  "method": "ωB97M-V/def2-TZVPD",
  "charge": 0,
  "e_lumo_ev": -1.92,
  "e_above_lowest_kj_mol": 310.9,
  "symbols": ["C", "C", "C", "C", "N", "N", "O", "O", "O", "O", "O", "H", "H", "H", "H", "H", "H"],
  "coordinates": [[-0.2299, -0.5684, 0.8472], [0.7835, -1.3536, 0.1369], [-1.7777, 1.1660, -0.7655], [-0.2408, 0.8945, 0.7544], [-2.8157, 0.3183, -0.2964], [0.8949, 1.7365, 0.2379], [-1.1120, -1.0002, 1.5804], [-3.6993, 0.7811, 0.3913], [-2.5824, -0.8686, -0.4769], [1.4737, 2.4632, 1.0240], [1.1954, 1.5775, -0.9400], [0.9127, -0.9889, -0.9522], [0.4702, -2.4797, 0.1784], [1.7622, -1.5598, 0.6470], [-1.2810, 0.7751, -1.6560], [-2.0029, 2.2997, -0.6626], [-1.0047, 1.1679, 1.4673]],
  "atomic_forces_ev_per_a": [[0.1, -0.3, 1.3], [0.6, -3.4, -1.6], [2.6, 2.3, 1.3], [-3.3, 0.8, -3.0], [0.8, -0.9, 0.9], [0.0, -0.4, 0.1], [1.0, -0.1, -0.7], [-0.4, 0.1, -0.1], [-0.9, -0.1, -0.5], [-0.6, -0.4, -0.4], [-0.3, 0.1, 0.9], [0.0, -0.7, 1.9], [-0.1, 2.0, -0.6], [-0.6, 1.4, -0.3], [-0.3, 0.3, 0.3], [0.4, -2.2, -0.3], [0.9, 1.4, 0.7]]
}

***

{
  "formula": "C4H6N2OS",
  "method": "ωB97M-V/def2-TZVPD",
  "smiles": "CN=[S@@]1(=O)C=CN=C1",
  "charge": 0,
  "e_lumo_ev": -0.43,
  "e_above_lowest_kj_mol": 567.0,
  "symbols": ["C", "C", "C", "C", "N", "N", "O", "S", "H", "H", "H", "H", "H", "H"],
  "coordinates": [[-2.7730, 0.1396, 0.5437], [-1.5992, -0.0356, 1.1260], [-1.7025, -0.2191, -1.3925], [2.1871, -0.0027, -0.1890], [-2.7616, 0.0749, -0.8810], [0.8811, 0.1859, 0.3338], [-0.4698, -2.0225, 0.0296], [-0.4363, -0.5908, -0.0335], [-3.7597, 0.0515, 0.8459], [-1.4521, -0.0537, 2.1674], [-1.6259, -0.2893, -2.4763], [2.7829, 0.6477, 0.4111], [2.2724, 0.4978, -1.1613], [2.4370, -1.0592, -0.4089]],
  "atomic_forces_ev_per_a": [[1.4, -0.9, -1.3], [-1.3, 0.7, -0.2], [2.8, -0.6, -1.2], [-0.4, -0.1, -2.2], [-3.0, 1.1, 0.5], [-4.0, -0.9, -0.2], [0.3, -1.3, -0.5], [2.9, 1.9, 1.0], [-1.4, 0.6, 1.6], [0.6, -0.2, 0.9], [0.7, -0.2, 0.2], [1.1, -0.5, 0.8], [0.0, -0.1, -0.3], [0.5, 0.5, 0.9]]
}

***

no.,energy (a.u.)
1,-415.79760
2,-415.90647
3,-1212.20622
4,-491.12379
5,-491.17765
6,-491.13850
7,-641.42109
8,-738.78874